# 1
Here is a structure of composition CH2O5S at a distorted geometry from OMol25. Energies are from ωB97M-V with the def2-TZVPD basis set.

XYZ file:
```
9
Properties=species:S:1:pos:R:3:forces:R:3:nbo_charge:R:1
C 1.210 -0.675 0.012 1.050 3.256 0.943 0.661
O -2.338 -0.371 0.412 2.386 0.909 -1.339 -0.849
O -0.731 1.435 0.388 -4.895 0.040 0.201 -0.868
O 0.046 -0.885 0.628 -1.320 -0.880 0.644 -0.691
O -0.614 -0.124 -1.519 -2.115 0.478 2.165 -0.898
O 1.576 0.453 -0.182 1.032 -0.711 -0.240 -0.559
S -1.053 0.028 -0.127 -1.568 -1.500 -1.884 2.522
H 1.770 -1.524 -0.135 1.294 -2.176 -0.544 0.149
H 0.134 1.662 0.521 4.136 0.584 0.055 0.533
```
Positions in Å, forces in eV/Å.

Summary:
* HOMO level: -0.43981 Eh
* LUMO level: 0.25 eV
* max |F|: 4.9 eV/Å
* energy relative to the best compared isomer or geometry (same formula, charge and spin): 0.513 eV
* total energy: -22140.5562 eV

=====

# 2
Here is a cluster of 15 separate species, C28H69BClNO18P2S2 in total at a distorted geometry from OMol25. Energies are from ωB97M-V with the def2-TZVPD basis set.

XYZ file:
```
122
Properties=species:S:1:pos:R:3:forces:R:3:lowdin_charge:R:1
C -4.742 -4.549 0.238 0.624 0.103 -1.011 -0.095
C -3.617 -3.618 -0.292 -0.227 -0.151 0.690 -0.126
B -2.935 -2.680 0.791 0.259 0.483 -0.649 -0.445
O -3.113 -2.783 2.141 -0.182 -0.236 -0.023 0.167
C -1.926 -1.553 0.269 -0.051 -0.825 0.503 -0.053
C -0.599 -1.976 0.087 -0.216 0.328 -0.182 0.032
C 0.355 -1.091 -0.394 -0.084 -0.304 0.134 -0.255
C -0.043 0.212 -0.694 1.198 -0.425 -0.301 -0.424
C -1.341 0.638 -0.501 -0.168 0.568 -0.136 -0.040
C -2.307 -0.236 -0.014 -0.241 -0.036 0.254 -0.147
C -3.754 0.193 0.212 0.227 0.879 -0.485 -0.294
C -3.910 1.741 0.348 0.198 -0.938 -0.067 -0.054
C -4.730 -0.276 -0.926 -0.801 0.238 1.400 -0.183
C -6.002 -0.841 -0.226 0.086 0.440 -0.436 -0.071
S 1.221 1.297 -1.359 -0.298 0.086 -0.287 1.017
C 2.130 0.111 -2.351 -0.502 0.186 0.503 -0.445
C 2.687 0.459 -3.590 -0.001 -0.233 -0.940 -0.413
P 2.535 2.200 -4.259 -0.202 1.443 1.623 0.606
O 1.361 2.230 -5.407 0.575 -0.858 0.231 -0.323
Cl 4.348 2.527 -5.269 -0.551 -0.732 -0.224 0.289
C 3.360 -0.524 -4.301 0.089 -0.975 0.400 -0.099
C 3.459 -1.839 -3.779 0.621 0.268 -0.970 -0.106
C 2.917 -2.182 -2.558 -0.092 0.779 0.469 -0.328
P 3.069 -3.892 -1.914 -0.651 -0.887 -1.131 0.423
S 3.527 -5.155 -3.342 0.249 0.158 0.163 0.102
C 2.255 -1.183 -1.837 -0.247 -0.621 0.458 -0.255
N 1.716 -1.569 -0.546 0.117 1.506 -0.167 -0.050
C 2.651 -1.031 0.514 0.374 -1.085 0.162 -0.156
C 2.094 -1.116 1.947 0.194 0.483 -0.161 -0.149
C 1.433 0.164 2.500 -0.112 -0.189 0.108 -0.190
C 2.285 1.436 2.365 -0.704 0.527 0.556 -0.190
C 1.534 2.716 2.855 0.612 0.548 0.503 -0.194
C 2.317 3.382 4.032 -0.181 -0.817 -0.388 -0.199
C 2.084 2.539 5.311 -0.246 0.544 -0.371 -0.176
C 2.197 3.334 6.615 -0.120 -0.645 -1.274 -0.171
O 1.894 2.444 7.712 0.650 0.885 0.698 -0.026
C 2.842 2.449 8.693 0.928 -0.503 1.073 -0.517
C 2.268 2.531 10.114 -0.348 -0.141 -1.384 0.020
O 4.035 2.357 8.503 -1.001 0.360 -0.437 0.099
H -4.926 -5.314 -0.531 -0.206 0.129 0.320 0.076
H -4.416 -5.089 1.136 -0.301 0.196 -0.019 0.069
H -5.664 -3.976 0.377 0.106 -0.316 0.330 0.061
H -3.971 -2.956 -1.096 -0.038 -0.314 0.126 0.095
H -2.833 -4.230 -0.758 0.003 0.214 0.075 0.091
H -3.656 -3.547 2.381 0.041 0.027 -0.087 0.091
H -0.280 -2.996 0.302 -0.141 0.135 -0.066 0.119
H -1.581 1.675 -0.735 -0.046 -0.257 0.044 0.120
H -4.112 -0.212 1.172 0.367 -0.247 -0.265 0.127
H -3.129 2.157 0.992 -0.346 0.036 -0.042 0.048
H -4.904 1.903 0.788 0.251 0.337 -0.242 0.086
H -3.844 2.182 -0.655 -0.137 0.120 0.302 0.076
H -5.063 0.625 -1.467 0.508 -0.715 -0.058 0.070
H -4.266 -0.998 -1.604 -0.144 0.304 -0.054 0.094
H -5.867 -1.882 0.093 -0.145 0.178 -0.119 0.048
H -6.893 -0.728 -0.871 0.417 -0.402 0.300 0.056
H -6.171 -0.237 0.679 -0.128 -0.187 -0.195 0.072
H 0.679 1.568 -5.216 0.092 -0.033 -0.315 0.060
H 3.802 -0.247 -5.258 -0.005 -0.333 0.161 0.091
H 3.977 -2.634 -4.320 -0.088 0.297 -0.082 0.070
H 1.795 -4.261 -1.437 0.320 0.612 0.398 -0.039
H 3.944 -3.950 -0.810 -0.250 0.447 0.007 -0.013
H 3.053 -0.046 0.249 -0.373 -0.053 0.210 0.065
H 3.514 -1.718 0.481 -0.171 0.246 -0.099 0.113
H 1.401 -1.967 2.007 0.214 0.165 0.067 0.113
H 2.956 -1.332 2.597 -0.223 -0.059 -0.157 0.118
H 1.286 -0.002 3.582 -0.063 0.052 -0.281 0.116
H 0.418 0.297 2.091 0.358 0.073 -0.159 0.093
H 3.148 1.320 3.039 0.075 -0.128 -0.540 0.107
H 2.629 1.642 1.347 0.080 -0.390 0.191 0.073
H 0.512 2.498 3.204 0.422 0.092 -0.387 0.071
H 1.480 3.475 2.060 -0.203 -0.416 -0.016 0.107
H 3.378 3.333 3.739 -0.166 0.308 0.308 0.108
H 2.049 4.442 4.138 -0.105 -0.264 0.160 0.109
H 2.759 1.674 5.274 -0.137 0.183 0.381 0.121
H 1.050 2.161 5.259 0.288 -0.065 0.122 0.112
H 1.415 4.107 6.603 0.304 -0.085 0.165 0.130
H 3.191 3.789 6.687 -0.187 -0.172 0.354 0.130
H 3.080 2.582 10.838 -0.194 -0.056 -0.105 0.083
H 1.639 1.638 10.238 0.097 0.301 0.279 0.089
H 1.625 3.421 10.127 0.110 -0.270 0.312 0.087
O -5.731 -2.349 4.297 0.032 -0.089 -0.151 -0.049
H -6.430 -2.189 3.654 -0.024 0.019 0.048 0.034
H -4.924 -2.356 3.771 0.051 0.167 0.053 0.004
O 5.355 0.838 0.337 -0.023 -0.287 0.108 -0.057
H 5.164 0.439 -0.519 0.084 -0.065 0.025 0.029
H 6.208 1.264 0.204 -0.052 0.085 -0.027 0.046
O -4.815 1.267 -3.544 0.116 0.104 -0.440 -0.059
H -5.505 1.432 -4.199 -0.090 0.149 0.145 0.041
H -4.001 1.261 -4.058 0.034 -0.106 0.082 0.047
O -1.856 -1.462 -3.252 0.028 -0.032 -0.012 -0.039
H -1.204 -0.776 -3.424 0.011 -0.028 -0.003 0.027
H -1.679 -1.726 -2.340 -0.015 0.012 0.046 0.010
O -0.364 -5.319 -0.888 0.133 0.062 -0.181 -0.074
H 0.067 -5.858 -1.561 -0.010 0.018 0.001 0.041
H -1.277 -5.631 -0.889 0.031 -0.188 0.177 0.000
O -1.693 2.210 2.741 -0.106 -0.116 0.217 -0.051
H -1.563 1.263 2.869 0.001 -0.005 -0.082 0.041
H -2.082 2.508 3.571 -0.029 0.045 -0.038 0.056
O 4.893 5.831 -6.823 0.078 -0.088 -0.171 -0.071
H 4.662 5.003 -6.390 -0.063 0.094 0.113 -0.038
H 5.711 6.095 -6.392 -0.065 0.031 0.088 0.027
O 7.839 1.692 -6.156 -0.071 -0.045 0.020 -0.065
H 6.947 2.057 -6.138 0.044 0.028 -0.006 -0.026
H 7.704 0.742 -6.226 0.043 0.006 -0.013 0.032
O -8.028 -1.004 -3.070 -0.100 -0.038 -0.080 -0.053
H -7.589 -1.586 -3.699 0.094 0.055 0.031 0.041
H -8.962 -1.223 -3.161 -0.004 0.051 0.033 0.039
O -2.110 -7.340 0.231 -0.129 -0.087 0.081 -0.053
H -1.342 -7.766 0.628 0.063 0.113 -0.043 0.049
H -2.862 -7.832 0.576 -0.030 0.033 -0.072 0.045
O 5.125 3.069 -1.358 0.004 0.307 -0.353 -0.056
H 4.381 2.458 -1.365 -0.030 0.050 0.109 0.015
H 4.993 3.597 -0.563 -0.040 -0.051 0.017 0.058
O -7.108 3.006 -2.967 -0.107 -0.041 0.074 -0.058
H -7.413 2.179 -2.577 -0.018 -0.007 -0.046 0.029
H -6.313 3.219 -2.468 0.055 -0.037 -0.086 0.029
O 5.150 5.409 -3.512 0.019 -0.071 0.010 -0.080
H 4.921 4.576 -3.079 0.064 0.009 0.052 -0.022
H 5.975 5.668 -3.090 -0.008 0.002 -0.007 0.035
O 0.852 -2.399 -6.188 0.074 0.086 0.142 -0.055
H 1.638 -2.143 -5.691 -0.040 -0.054 -0.052 -0.002
H 0.508 -3.157 -5.702 -0.034 0.007 -0.026 0.038
```
Positions in Å, forces in eV/Å.

Summary:
* HOMO level: -0.32296 Eh
* LUMO level: -0.69 eV
* max |F|: 2.2 eV/Å
* total energy: -121950.4407 eV

=====

# 3
Here is a cluster of 2 separate species, C3H10NO2 in total at a distorted geometry from OMol25. Energies are from ωB97M-V with the def2-TZVPD basis set.

XYZ file:
```
16
Properties=species:S:1:pos:R:3:forces:R:3:nbo_charge:R:1
C -0.893 0.415 -1.653 -0.209 -0.343 0.169 -0.081
O -2.181 0.968 -1.734 0.246 -0.582 0.591 -0.690
C -0.879 -0.395 -0.361 0.239 0.086 -0.219 -0.231
N 0.400 -1.174 -0.268 0.177 -0.497 -0.380 -0.670
H -0.107 1.175 -1.613 0.026 0.058 -0.077 0.179
H -0.713 -0.249 -2.507 0.165 0.001 -0.022 0.173
H -2.129 1.740 -2.277 -0.220 0.807 -0.575 0.492
H -0.924 0.261 0.504 -0.148 -0.064 0.068 0.228
H -1.686 -1.122 -0.352 -0.122 0.114 0.104 0.240
H 1.241 -0.596 -0.314 0.035 0.197 0.151 0.455
H 0.466 -1.849 -1.034 -0.059 0.035 0.002 0.438
H 0.481 -1.704 0.601 -0.004 0.083 0.154 0.459
O 2.059 -0.306 1.789 -0.308 -0.440 -0.702 -0.561
C 1.515 0.557 2.432 0.983 -0.246 0.400 0.282
H 0.870 0.258 3.263 -0.375 0.401 0.145 0.142
H 1.801 1.594 2.241 -0.426 0.387 0.192 0.144
```
Positions in Å, forces in eV/Å.

Summary:
* HOMO level: -0.53483 Eh
* LUMO level: -3.45 eV
* max |F|: 1.1 eV/Å
* net charge: +1
* energy relative to the best compared isomer or geometry (same formula, charge and spin): 1.808 eV
* total energy: -8850.5328 eV

=====

# 4
Here is a structure of composition C2H3ClINO2 at a distorted geometry from OMol25. Energies are from ωB97M-V with the def2-TZVPD basis set.

XYZ file:
```
10
Properties=species:S:1:pos:R:3:forces:R:3:nbo_charge:R:1
C 0.061 -0.374 0.105 0.171 -2.713 -0.469 -0.380
C 0.718 0.958 0.506 1.375 0.010 -0.226 -0.401
N 0.882 -1.332 -1.274 -2.183 3.910 3.536 0.579
O 2.070 -1.247 -1.217 0.201 -1.150 -1.187 -0.339
O 0.053 -1.792 -2.000 1.214 -0.762 -0.577 -0.336
Cl 1.018 1.974 -0.942 -0.011 -0.349 -0.467 -0.030
I -0.515 2.236 1.731 -0.079 -0.659 0.266 0.161
H 0.094 -1.315 0.829 -0.139 2.592 -1.014 0.248
H -0.957 -0.235 -0.344 1.054 -0.130 0.494 0.235
H 1.747 0.973 0.986 -1.603 -0.748 -0.355 0.262
```
Positions in Å, forces in eV/Å.

Summary:
* HOMO level: -0.36501 Eh
* LUMO level: -0.47 eV
* max |F|: 5.7 eV/Å
* energy relative to the best compared isomer or geometry (same formula, charge and spin): 0.246 eV
* total energy: -28326.3817 eV

=====

# 5
Here is a structure of composition C5H3Cl2N2O4S at a distorted geometry from OMol25. Energies are from ωB97M-V with the def2-TZVPD basis set.

XYZ file:
```
17
Properties=species:S:1:pos:R:3:forces:R:3:nbo_charge:R:1
C -0.768 -1.883 -0.642 1.475 1.849 0.123 -0.158
C -1.265 -0.852 0.120 -2.033 0.535 -0.930 -0.279
C 1.157 -0.444 -0.876 0.526 -1.272 -0.440 0.068
C 0.505 -1.657 -1.167 -0.460 2.454 0.960 -0.165
C -0.705 0.454 0.083 2.755 -1.971 -0.455 0.364
N 0.665 0.614 -0.217 -3.010 -1.811 -0.353 -0.519
N -1.284 1.296 1.077 -0.915 2.816 2.507 0.494
O -2.369 1.004 1.519 -0.722 -0.951 0.413 -0.387
O 3.143 1.642 0.318 -2.200 -0.066 1.038 -0.975
O -0.725 2.303 1.479 0.794 -0.402 -0.642 -0.376
O 1.851 0.871 2.234 -0.350 -1.135 1.085 -0.946
S 1.855 1.725 1.092 3.820 1.859 -1.838 1.715
Cl 1.329 -2.750 -2.150 0.479 -1.109 -0.718 0.014
Cl -2.050 1.752 -1.234 -0.007 0.087 -1.245 -0.562
H -1.231 -2.775 -0.926 -1.070 -1.255 0.263 0.220
H -2.304 -0.769 0.495 0.888 -0.839 -0.192 0.267
H 2.195 -0.530 -1.205 0.031 1.211 0.423 0.224
```
Positions in Å, forces in eV/Å.

Summary:
* HOMO level (spin up / spin down): -0.18588 / -0.18585 Eh
* LUMO level (spin up / spin down): 2.37 / 2.37 eV
* max |F|: 4.6 eV/Å
* net charge: -1
* energy relative to the best compared isomer or geometry (same formula, charge and spin): 0.000 eV
* total energy: -52281.6519 eV